A cluster of 2 separate species, CH5FN2 in total, computed with ωB97M-V/def2-TZVPD.

The total energy comes out at -6810.15331 eV. The net charge is 0. The value obtained for the lowest unoccupied orbital energy (spin up / spin down) is 0.10 / 0.54 eV. The calculation puts the orbital gap (spin up / spin down) at 8.63 / 9.72 eV. The HOMO energy (spin up / spin down) comes out at -8.52 / -9.18 eV. The energy relative to the best compared isomer or geometry (same formula, charge and spin) is 508.7 kJ/mol.

Last column: Mulliken charge in e.
Element x y z (Å)
F 2.13325 -0.50476 -0.65773  -0.224
N 1.12057 1.35399 0.13012  -0.204
N 1.13638 0.52276 -0.88848  -0.116
C -0.82698 -1.01237 -0.19583  -0.824
H 1.34195 0.99339 1.05058  0.242
H -1.27401 -0.82306 -1.14643  0.280
H 1.49371 2.27976 -0.04388  0.248
H -0.20957 -1.87559 -0.08126  0.290
H -1.14189 -0.44263 0.65136  0.308